61
Properties=species:S:1:pos:R:3:forces:R:3 method="wB97M-V/def2-TZVPD" orbital_gap_ev=7.38 max_force_ev_per_a=18.783 de_lowest_ev=26.395 mol_weight_g_mol=322.5 lumo_ev=-2.7 total_charge=+1
O 1.07962 1.07573 0.49516 13.79 4.92 -9.95
H 1.36801 0.21463 0.80649 -1.42 0.00 -1.07
H 0.25132 0.97912 0.01957 2.94 1.49 -1.31
H 0.96176 1.61593 1.27996 -1.21 -2.92 -4.44
C 2.91600 -1.00631 -0.43413 3.66 0.46 -0.68
C 2.64300 -0.79894 1.04205 3.58 -0.95 0.89
C 3.27065 0.49320 1.64011 1.44 -1.70 -0.97
O 3.37181 0.36280 3.04173 -1.65 -0.25 -1.14
C 3.95707 1.50424 3.55766 0.79 -0.02 1.16
N 1.22699 -0.86635 1.32974 5.94 -3.39 10.21
H 2.38751 -0.24725 -1.01086 1.99 -0.88 1.19
H 2.54477 -1.93937 -0.85803 2.16 -0.56 0.37
H 3.96954 -0.87309 -0.67990 0.36 -0.12 0.43
H 3.16123 -1.63836 1.50564 0.03 0.12 0.62
H 2.77104 1.38202 1.25478 0.77 -0.10 0.61
H 4.29728 0.47208 1.27443 0.23 0.29 -0.33
H 3.99947 1.25251 4.61735 0.23 0.83 0.14
H 3.42470 2.43005 3.33960 -0.37 0.06 0.15
H 4.96197 1.64053 3.15801 0.28 -0.04 0.05
H 1.15992 -0.66519 2.31723 -0.06 -0.39 0.96
H 1.03895 -1.82450 1.07145 0.89 -0.78 3.14
C 0.51830 -1.67084 -0.38647 -4.02 -2.89 -4.75
C -0.40339 -1.49432 -1.52205 -0.41 -0.77 -1.31
C -1.80356 -2.03281 -1.35302 0.34 -0.40 0.52
O -2.53892 -1.63169 -2.48954 0.09 -1.12 -0.43
C -3.68315 -2.42881 -2.57002 -1.85 -0.05 -0.35
N -0.54317 -0.06625 -1.72337 -3.04 -1.55 -6.31
H 1.50773 -1.27207 -0.61029 -3.91 -1.22 -0.23
H 0.48499 -2.71358 -0.07073 0.54 -0.57 -0.16
H 0.29724 -1.11014 0.52174 -3.85 -0.60 -4.10
H 0.00558 -1.87089 -2.45962 -0.07 -0.86 -0.21
H -2.36321 -1.67041 -0.49072 0.70 0.26 0.28
H -1.75834 -3.10819 -1.18091 -0.05 -0.43 -0.65
H -4.35149 -2.05138 -3.34395 0.31 0.09 -0.31
H -4.27529 -2.30544 -1.66324 0.15 -0.87 -0.20
H -3.58660 -3.50404 -2.72060 0.82 -0.03 -0.16
H 0.32668 0.25837 -2.12097 -3.23 -0.37 -0.08
H -1.13912 -0.07062 -2.53879 -1.04 0.50 -0.03
C -0.75509 2.64101 -0.62212 -0.37 0.42 -0.73
C -1.47728 1.54839 0.19639 -1.32 0.61 -0.09
C -2.82208 0.97667 -0.32148 0.20 0.40 -0.89
O -3.25599 -0.12466 0.46619 -0.82 -0.49 0.16
C -4.49057 -0.66658 -0.14830 0.79 1.84 0.55
N -0.57274 0.43709 0.48127 -17.03 -3.94 6.87
H -1.39336 3.41319 -1.05161 -0.47 -0.41 -0.16
H -0.15004 2.19961 -1.41406 -0.40 0.41 -0.07
H -0.08498 3.25756 -0.02304 0.13 -0.28 0.28
H -1.73739 2.08791 1.10709 0.05 -0.41 0.57
H -2.68834 0.60394 -1.33700 -0.16 0.31 -0.08
H -3.58558 1.75459 -0.32721 -0.16 0.19 0.04
H -4.28361 -0.92407 -1.18704 -0.23 0.96 0.56
H -5.16421 0.18526 -0.05535 -0.57 -0.33 -0.37
H -4.92305 -1.53613 0.34661 0.58 0.14 0.48
H -0.42416 -0.09105 -0.36672 -1.46 0.80 -0.01
H -1.24487 -0.15038 0.95372 -0.30 -0.74 0.36
O 1.44546 0.63755 -1.59752 4.52 3.69 -2.79
H 1.68377 0.19380 -2.41148 0.97 -0.05 -0.98
H 1.79834 1.52206 -1.69421 0.51 0.64 0.23
O 0.99251 2.21560 1.99419 -0.20 10.73 14.10
H 0.78162 3.14422 2.09113 -0.11 0.64 -0.28
H 0.89473 1.85405 2.87507 -0.01 -0.36 0.72

68
Properties=species:S:1:pos:R:3:forces:R:3 method="wB97M-V/def2-TZVPD" orbital_gap_ev=7.96 max_force_ev_per_a=10.474 de_lowest_ev=7.271 mol_weight_g_mol=424.5 lumo_ev=-0.4 smiles="NC(N)=O.NC(N)=O.NC(N)=O.NC(N)=O.CC(C)O.CC(C)O.CO.CO" total_charge=0
N -7.61400 -20.99600 -14.55500 2.43 2.18 4.84
C -8.41300 -21.52500 -15.41300 -5.24 -6.03 -0.69
N -8.43200 -20.88400 -16.58700 1.41 0.71 -0.52
O -9.17100 -22.64400 -15.16500 3.42 5.54 -1.09
H -7.65600 -21.26700 -13.51200 -0.09 0.30 -2.21
H -6.99200 -20.16000 -14.76500 -1.05 -1.51 0.17
H -9.04100 -21.19900 -17.28300 -0.58 -0.87 -1.24
H -7.80200 -20.06700 -16.79600 -0.74 -1.45 0.11
N -10.76200 -17.02400 -17.41800 -1.17 5.64 -3.55
C -10.17300 -18.14400 -17.56900 5.23 -0.52 -6.25
N -10.18800 -18.86000 -16.52700 -0.02 -4.41 4.39
O -9.36800 -18.36100 -18.66800 -3.42 0.53 4.77
H -10.57700 -16.35700 -18.18800 -0.58 -0.68 0.82
H -11.38300 -16.74000 -16.72200 -0.81 0.03 1.22
H -9.52400 -19.63300 -16.54800 -0.79 -0.04 0.30
H -10.80900 -18.83200 -15.68100 0.54 0.44 -1.41
N -5.84900 -23.09200 -14.97200 -0.29 -0.86 -2.66
C -5.36700 -23.90100 -14.03000 3.28 -5.75 -2.10
N -5.47000 -23.42800 -12.83200 -0.38 1.82 5.52
O -4.73300 -25.08400 -14.23200 -2.81 5.19 0.35
H -5.91100 -23.56400 -15.88700 -0.05 0.67 0.78
H -6.48000 -22.29700 -14.79700 0.92 -1.06 0.04
H -4.97600 -23.90100 -12.05200 -0.74 0.24 -1.26
H -6.17500 -22.69500 -12.52900 1.40 -1.52 -0.99
N -7.02300 -18.40200 -16.79800 -2.04 1.05 -5.65
C -5.89300 -18.72600 -16.29900 9.33 -3.45 -3.28
N -5.82500 -18.72000 -14.99100 -1.68 0.74 2.67
O -4.80800 -19.17800 -17.02900 -5.59 2.36 3.17
H -6.98800 -18.29900 -17.87500 -0.74 -0.09 2.48
H -7.75300 -17.99100 -16.26900 -0.61 0.55 0.17
H -4.96300 -18.95700 -14.54500 0.28 0.16 0.08
H -6.62300 -18.19300 -14.53600 2.07 -0.37 -0.02
C -9.95000 -22.91300 -11.40300 0.97 -0.65 0.68
C -8.85800 -24.01100 -11.21200 -7.42 -1.78 -6.17
C -8.42100 -24.59000 -12.51900 -1.13 2.34 -1.49
O -7.85000 -23.65400 -10.57900 8.00 3.89 5.43
H -10.78700 -23.26400 -12.01400 0.07 0.11 0.44
H -9.52000 -22.03000 -11.83600 0.32 0.30 -0.76
H -10.19000 -22.57000 -10.39400 -0.79 -0.18 0.06
H -9.28900 -24.78500 -10.70000 -1.93 -2.30 1.43
H -8.08200 -23.69000 -13.08800 -0.08 -1.10 -0.18
H -9.23300 -25.04800 -13.08200 -0.02 0.09 0.04
H -7.64500 -25.26700 -12.38100 1.47 -1.20 0.14
H -8.09500 -23.58100 -9.65800 0.42 0.16 0.59
C -11.50400 -20.16200 -11.88500 -0.13 0.62 -0.93
C -11.31800 -20.09300 -13.41200 1.94 -9.18 2.33
C -12.06400 -21.24900 -14.16500 1.41 -1.65 0.34
O -11.70400 -19.07800 -14.01800 -1.00 9.32 -3.74
H -10.54800 -19.81500 -11.45800 -0.73 -0.27 0.50
H -11.80300 -21.17000 -11.62200 0.39 0.03 0.41
H -12.33900 -19.50800 -11.63800 0.04 0.24 0.39
H -10.23500 -20.23300 -13.55100 -0.13 -0.10 -0.40
H -11.78100 -21.40900 -15.24900 0.17 0.25 1.41
H -13.12700 -21.16700 -14.16800 -1.09 0.91 0.19
H -11.93700 -22.15600 -13.57700 0.40 -0.51 -0.55
H -12.59900 -18.90000 -13.80600 -1.48 0.51 0.05
C -5.99200 -20.49300 -11.64000 -0.96 0.14 2.06
O -7.13200 -21.31900 -11.87100 0.09 -0.23 1.35
H -5.10600 -21.06400 -11.45900 0.56 -0.51 0.23
H -6.21400 -19.83800 -10.76600 0.39 -0.24 -0.62
H -5.81100 -19.91300 -12.48800 0.09 1.02 -1.42
H -7.26400 -21.88100 -11.05800 -0.20 0.25 -1.14
C -8.55900 -18.04200 -13.32400 -0.40 1.09 3.37
O -7.62200 -17.04500 -13.70000 0.18 0.33 -0.35
H -8.11700 -18.98300 -12.95000 0.29 0.73 -0.29
H -9.18700 -18.24900 -14.12000 -1.43 -0.60 -1.50
H -9.14900 -17.58400 -12.46100 0.34 -0.98 -1.00
H -8.14300 -16.27800 -13.99800 0.48 -0.37 0.15